1.
C4H7N3O | ωB97M-V with the def2-TZVPD basis set

Structure (XYZ):
```
15
Properties=species:S:1:pos:R:3:forces:R:3
N 0.0144 -1.3501 0.9841 1.8633 -3.9039 -0.3250
C -0.0334 -0.6820 -0.2865 0.2838 0.5580 -0.8097
C -1.5701 -0.5806 -0.6568 -1.7898 -0.6130 2.6866
C -0.7793 0.6154 -0.3932 -0.3721 -1.6211 -1.4133
N -0.2178 1.4475 0.5779 0.7012 4.1225 -2.8106
N 1.2143 1.2695 0.0577 1.3248 0.3291 3.0602
C 1.4523 -0.0544 -0.5100 0.8362 -2.2561 2.4190
O 2.5402 -0.6619 -0.5363 -3.1550 2.5121 -0.6446
H 0.4526 -0.8828 1.8430 -0.2431 -1.0789 -2.1072
H 0.4848 -2.4676 0.6167 -1.5149 4.6401 2.4146
H -2.1662 -0.9539 0.2413 0.9594 -0.1082 -1.5992
H -2.1325 -0.5246 -1.5716 0.2964 -0.5383 -0.4967
H -0.6027 0.8528 -1.4419 0.7132 1.3445 0.0847
H -0.3586 2.4598 0.0755 0.0322 -2.5142 2.3170
H 1.7019 1.5128 1.0002 0.0645 -0.8726 -2.7759
```
Forces are in eV/Å.

Results
Relative energy (zero: lowest compared OMol25 entry of this formula, charge and spin) ... 728.6 kJ/mol
Total energy ... -395.870887 hartree
Total charge ... 0

Mulliken population analysis, charges in e, atoms 1 to 6: N -0.625; C 0.513; C -0.635; C -0.202; N -0.497; N -0.304

***

2.
C8H5BrN2O2 | ωB97M-V with the def2-TZVPD basis set

Structure (XYZ):
```
18
Properties=species:S:1:pos:R:3:forces:R:3
N -2.1832 2.0767 1.8319 0.2364 -0.6346 -0.4696
C -1.9967 1.2476 1.0508 -0.3059 -1.7498 -2.6984
C -1.7386 0.0506 -0.1071 1.6294 1.5853 5.1579
Br -2.7540 -1.5059 0.5178 0.3283 0.6474 0.1561
C -0.1446 -0.1038 0.0159 -2.3289 -1.1342 -0.8706
C 0.3163 -1.3656 0.3094 1.3990 1.2019 0.6899
C 1.6930 -1.4798 0.4999 0.2634 -1.8522 0.2460
C 2.5956 -0.4337 0.3359 0.0606 -0.0147 -0.9046
C 2.0788 0.7835 -0.0926 0.2683 0.5823 0.3594
C 0.6970 0.9568 -0.2108 2.0828 -3.1665 0.8761
N -2.2138 0.4160 -1.4445 -0.2848 0.7576 -0.6096
O -1.6862 1.4101 -1.9231 -0.7258 -0.8687 0.0150
O -3.0583 -0.3148 -1.9073 0.4213 0.9673 -0.9271
H -0.3669 -2.1290 0.5992 0.0101 -0.6596 -0.2457
H 2.0057 -2.5064 0.7568 0.2991 0.7489 0.0088
H 3.7026 -0.5190 0.3886 -1.0625 -0.3108 0.2582
H 2.8081 1.5982 -0.2523 -0.8305 -0.2942 0.0033
H 0.2451 1.8183 -0.3684 -1.4604 4.1944 -1.0453
```
Forces are in eV/Å.

Results
Relative energy (zero: lowest compared OMol25 entry of this formula, charge and spin) ... 147.3 kJ/mol
Total energy ... -3141.682562 hartree
Total charge ... 0

Mulliken population analysis, charges in e, atoms 1 to 6: N -0.407; C 0.173; C 0.470; Br -0.091; C 0.546; C -0.484

***

3.
C55H46Cl3I2KN5O4S3Sb | ωB97M-V with the def2-TZVPD basis set

Structure (XYZ):
```
120
Properties=species:S:1:pos:R:3:forces:R:3
K -1.1725 -1.1813 0.2155 0.1240 0.6961 0.3244
C -0.4255 -2.6745 6.2506 0.0124 -0.0071 -0.0100
O -0.2804 -2.7020 4.8570 0.0168 0.0207 -0.0018
C -1.0925 -3.5804 4.1714 0.0713 -0.0629 0.0187
C -1.7477 -4.6251 4.7844 -0.0132 0.0004 -0.0095
C -2.5843 -5.4664 4.0417 0.0023 -0.0036 0.0014
C -2.7809 -5.1791 2.7082 -0.0036 -0.0068 -0.0140
C -2.1509 -4.1037 2.0732 0.0071 0.0301 -0.0214
C -2.6648 -3.8171 0.7015 -0.2027 -0.1523 -0.0406
N -3.2621 -2.7288 0.4267 0.1775 -0.0413 0.0843
N -3.9220 -2.5793 -0.7844 -0.1772 -0.0684 -0.1801
C -3.2080 -2.2580 -1.8339 -0.0226 -0.1305 0.2590
O -1.9443 -2.1817 -1.9413 0.0154 -0.1194 -0.1987
C -4.0172 -1.8792 -3.0488 0.0540 0.0169 -0.0678
C -3.3523 -1.7493 -4.2647 -0.0054 0.0140 -0.0168
C -4.0250 -1.3068 -5.3962 0.0039 -0.0190 0.0100
C -5.3736 -0.9829 -5.3226 -0.0119 -0.0034 0.0128
C -6.0442 -1.1199 -4.1114 0.0025 0.0126 -0.0206
C -5.3717 -1.5672 -2.9832 -0.0034 -0.0141 -0.0005
C -1.1759 -3.3181 2.7589 0.0059 -0.0733 0.0510
O -0.4083 -2.4376 2.2234 -0.2196 -0.2056 0.0544
H 0.1071 -1.7921 6.6006 -0.0057 0.0043 0.0010
H 0.0061 -3.5632 6.7302 -0.0037 -0.0010 -0.0018
H -1.4801 -2.6034 6.5407 0.0014 0.0031 0.0055
H -1.6155 -4.8059 5.8438 0.0011 0.0003 0.0004
H -3.0873 -6.2996 4.5164 -0.0012 0.0025 -0.0006
H -3.4745 -5.7776 2.1246 0.0016 0.0004 0.0031
H -2.6672 -4.6390 -0.0264 -0.0253 -0.0095 0.0072
H -2.2942 -1.9837 -4.2844 -0.0079 -0.0083 0.0009
H -3.4949 -1.2060 -6.3371 -0.0013 -0.0055 0.0090
H -5.8978 -0.6223 -6.2004 -0.0021 0.0001 0.0022
H -7.0959 -0.8632 -4.0465 0.0012 -0.0031 0.0044
H -5.8707 -1.6622 -2.0278 0.0053 -0.0026 0.0001
S 1.8127 2.8463 0.6110 0.0422 0.0193 -0.0441
C 0.4284 2.3546 1.5152 -0.0880 -0.0307 0.0076
C -0.5937 3.2662 1.8771 0.0546 0.0244 -0.0264
C -1.6277 2.8676 2.6853 -0.0180 -0.0565 0.0326
C -1.6676 1.5515 3.1525 -0.0281 0.0412 -0.0545
C -0.6619 0.7040 2.7427 0.0199 -0.0426 -0.0170
N 0.3416 1.0770 1.9361 -0.0298 -0.0355 0.0537
H -0.5206 4.2842 1.5171 -0.0087 -0.0007 0.0006
H -2.4058 3.5717 2.9608 0.0007 0.0055 -0.0052
H -2.4635 1.1907 3.7895 0.0077 -0.0035 0.0039
H -0.6381 -0.3393 3.0538 -0.0083 0.0051 0.0042
I 0.9907 -3.4639 -3.4560 -0.0255 0.0118 0.0220
C 0.5228 -4.0437 -1.4741 -0.0077 -0.0633 0.0820
I 0.2836 -6.1435 -1.2291 0.0071 -0.0125 0.0290
H -0.4233 -3.5821 -1.2059 -0.0230 0.0609 -0.1964
H 1.3384 -3.7206 -0.8393 0.0117 0.0081 -0.0086
Cl -5.4413 6.2599 -4.7934 -0.0021 0.0109 -0.0005
C -4.0488 5.2126 -4.7831 0.0247 -0.0144 0.0053
C -2.9945 5.4758 -3.9273 -0.0175 0.0064 0.0037
C -1.8992 4.6296 -3.9332 0.0320 0.0229 -0.0186
C -1.8293 3.5185 -4.7674 -0.0025 -0.0151 0.0169
C -0.6400 2.5760 -4.7228 0.0478 -0.0296 -0.0012
C -0.9727 1.2658 -3.9822 -0.0165 -0.0172 -0.0059
N -1.7880 1.3901 -2.7927 -0.0120 -0.0625 -0.0035
C -3.1639 1.4439 -2.7308 -0.0204 -0.0076 -0.0328
C -3.4767 1.3588 -1.4085 0.0605 -0.0533 0.0504
N -2.3324 1.2364 -0.6529 -0.0932 0.1889 -0.0806
C -1.3494 1.2570 -1.5162 0.1133 -0.0327 0.0569
O 0.5403 3.2357 -4.3155 -0.0518 0.0918 0.0120
C 0.9089 3.2724 -2.9297 0.0157 -0.0245 0.0009
C 1.5978 4.5790 -2.6663 -0.0248 -0.0451 0.0030
C 2.6579 5.0703 -3.3600 0.0164 0.0322 0.0241
Cl 3.5058 4.3104 -4.6469 0.0014 -0.0143 -0.0103
S 3.1673 6.6142 -2.8030 0.0101 -0.0202 -0.0193
C 1.9410 6.6214 -1.6028 0.0282 0.0148 -0.0080
C 1.1978 5.4883 -1.6399 -0.0218 0.0295 -0.0056
C -2.9047 3.3034 -5.6226 -0.0092 0.0260 0.0423
Cl -2.9115 1.9469 -6.7170 0.0154 0.0151 -0.0171
C -4.0156 4.1323 -5.6423 -0.0237 -0.0090 -0.0214
H -3.0300 6.3277 -3.2628 -0.0037 -0.0051 -0.0022
H -1.0694 4.8513 -3.2781 0.0256 -0.0184 0.0048
H -0.4232 2.2771 -5.7509 -0.0017 0.0008 -0.0280
H -0.0422 0.7663 -3.7083 -0.0053 -0.0100 -0.0028
H -1.5017 0.6100 -4.6742 0.0103 -0.0204 0.0156
H -3.7786 1.4750 -3.6155 0.0127 -0.0116 0.0086
H -4.4538 1.3328 -0.9551 -0.0019 0.0108 -0.0168
H -0.2971 1.1300 -1.2874 0.0084 0.0592 0.0796
H 1.5707 2.4346 -2.6901 -0.0091 -0.0146 -0.0070
H 0.0467 3.1961 -2.2690 -0.0065 0.0161 0.0001
H 1.8700 7.4464 -0.9130 -0.0267 -0.0199 0.0082
H 0.4148 5.2540 -0.9332 0.0123 -0.0088 0.0037
H -4.8368 3.9298 -6.3143 0.0030 -0.0030 0.0019
S 1.7176 -0.9203 -0.6081 -0.0271 0.0361 -0.1480
Sb 2.5738 -0.7205 1.4845 0.4331 0.1295 0.0247
C 4.4199 0.3258 1.2090 0.0160 -0.0493 0.0073
C 5.3293 0.4889 2.2485 -0.0067 -0.0078 0.0180
C 6.5358 1.1451 2.0325 0.0038 0.0078 -0.0157
C 6.8358 1.6452 0.7736 -0.0143 -0.0103 0.0072
C 5.9292 1.4852 -0.2671 0.0220 0.0103 0.0059
C 4.7281 0.8266 -0.0497 -0.0330 0.0003 -0.0203
C 2.4133 -0.2259 3.5530 -0.1080 0.0350 -0.0739
C 2.4286 -1.2262 4.5102 0.0066 -0.0026 -0.0186
C 2.5684 -0.8868 5.8537 -0.0089 0.0197 0.0059
C 2.6847 0.4418 6.2289 -0.0007 -0.0131 0.0022
C 2.6618 1.4419 5.2616 -0.0028 -0.0100 0.0091
C 2.5282 1.1114 3.9228 0.0090 0.0129 0.0150
C 3.3304 -2.7084 1.7927 -0.0696 0.0000 -0.0095
C 2.4184 -3.7647 1.8118 -0.0114 -0.0002 0.0042
C 2.8647 -5.0726 1.9501 0.0119 0.0025 0.0043
C 4.2235 -5.3377 2.0649 -0.0075 -0.0014 -0.0049
C 5.1343 -4.2914 2.0440 0.0098 0.0061 0.0007
C 4.6894 -2.9807 1.9095 -0.0027 0.0035 -0.0014
H 5.0984 0.1156 3.2405 -0.0015 -0.0013 -0.0037
H 7.2354 1.2714 2.8507 -0.0015 -0.0016 0.0009
H 7.7713 2.1663 0.6057 -0.0010 -0.0006 -0.0048
H 6.1534 1.8857 -1.2487 -0.0052 -0.0009 0.0024
H 4.0053 0.7130 -0.8498 -0.0018 -0.0069 0.0006
H 2.3209 -2.2633 4.2232 -0.0018 -0.0072 0.0026
H 2.5804 -1.6688 6.6037 0.0042 -0.0004 -0.0047
H 2.7924 0.7018 7.2759 0.0004 0.0024 -0.0018
H 2.7528 2.4823 5.5502 -0.0019 0.0008 -0.0058
H 2.5280 1.8882 3.1631 -0.0137 -0.0088 0.0002
H 1.3543 -3.5533 1.7394 0.0108 -0.0174 -0.0044
H 2.1455 -5.8828 1.9609 -0.0027 0.0077 0.0000
H 4.5720 -6.3593 2.1646 -0.0023 0.0029 -0.0003
H 6.1966 -4.4932 2.1247 -0.0018 0.0022 0.0002
H 5.4128 -2.1742 1.8818 0.0088 -0.0028 0.0008
```
Forces are in eV/Å.

Results
Relative energy (zero: lowest compared OMol25 entry of this formula, charge and spin) ... 73.1 kJ/mol
Total energy ... -6708.997088 hartree
Total charge ... -2

Mulliken population analysis, charges in e, atoms 1 to 6: K 0.855; C -1.219; O 0.114; C 0.008; C -0.584; C -1.086

***

Question: Among the records above, which one has the highest relative energy (zero: lowest compared OMol25 entry of this formula, charge and spin)?
Answer: C4H7N3O